A molecular structure, C25H26AsN2NiS3 in a non-equilibrium geometry, computed with ωB97M-V/def2-TZVPD.

Summary:
expectation value of S²: 2.0106
LUMO level (alpha / beta): -2.6 / -3.2 eV
charge: +1
electronic energy: -163710.246 eV
F_max: 1.40 eV/A
2S+1: 3

Last column: Mulliken charge in e.
Positions of all 58 atoms, in Å:
1 Ni 0.368 0.443 -0.279  -0.32
2 S 4.603 -0.124 0.994  -0.30
3 C 4.704 -0.094 -0.744  0.92
4 C 5.796 -0.340 -1.559  -0.70
5 C 5.609 -0.276 -2.925  -0.47
6 C 4.362 0.026 -3.473  -0.63
7 C 3.273 0.261 -2.665  -0.54
8 C 3.435 0.192 -1.283  -0.38
9 N 2.452 0.340 -0.347  0.09
10 C 2.901 0.194 0.878  1.01
11 C 1.996 0.254 2.006  -0.01
12 C 2.410 0.037 3.320  -0.86
13 C 1.482 0.049 4.343  -0.79
14 C 0.144 0.278 4.071  -0.67
15 C -0.275 0.512 2.764  0.28
16 C 0.636 0.503 1.721  0.36
17 H 6.757 -0.582 -1.138  0.43
18 H 6.443 -0.474 -3.580  0.41
19 H 4.257 0.074 -4.546  0.41
20 H 2.298 0.485 -3.068  0.40
21 H 3.455 -0.154 3.522  0.43
22 H 1.801 -0.129 5.358  0.40
23 H -0.581 0.274 4.872  0.44
24 H -1.326 0.701 2.579  0.41
25 C -3.175 0.039 -0.173  -1.27
26 As -1.507 -0.890 -0.584  0.67
27 C -1.948 -1.608 -2.354  -1.31
28 C -1.573 -2.490 0.601  -1.26
29 C -2.855 -3.228 0.460  0.52
30 C -3.928 -2.944 1.302  -0.28
31 C -5.117 -3.639 1.184  -0.67
32 C -5.256 -4.624 0.220  -0.46
33 C -4.198 -4.912 -0.626  -0.65
34 C -3.010 -4.216 -0.510  -0.37
35 H -4.027 -0.637 -0.256  0.47
36 H -3.307 0.870 -0.868  0.50
37 H -3.122 0.442 0.838  0.26
38 H -2.912 -2.118 -2.323  0.45
39 H -1.181 -2.306 -2.690  0.37
40 H -2.005 -0.783 -3.066  0.41
41 H -1.440 -2.120 1.621  0.53
42 H -0.719 -3.125 0.349  0.58
43 H -3.816 -2.196 2.074  0.41
44 H -5.935 -3.411 1.852  0.40
45 H -6.179 -5.179 0.141  0.40
46 H -4.295 -5.687 -1.372  0.40
47 H -2.174 -4.458 -1.154  0.40
48 S -0.688 2.328 -0.922  -0.43
49 C 0.160 3.730 -0.636  0.29
50 N -0.423 4.931 -0.658  -0.18
51 C 0.384 6.065 -0.262  -0.55
52 C 1.825 5.658 -0.528  -0.59
53 S 1.865 3.836 -0.323  0.01
54 H -1.427 5.009 -0.725  0.26
55 H 0.228 6.285 0.802  0.28
56 H 0.102 6.946 -0.843  0.33
57 H 2.528 6.116 0.160  0.41
58 H 2.122 5.866 -1.554  0.32